1.
Formula: C49H89F4N2O25PSi
Source: the Open Molecules 2025 dataset
Level of theory: ωB97M-V/def2-TZVPD

Element x y z (Å)
C  -2.03  2.41  -1.77
C  -1.64  2.34  -0.66
C  -1.23  2.09  0.73
C  -0.59  0.71  0.90
C  -1.60  -0.28  0.25
C  -3.11  -0.11  0.47
C  -3.82  -1.48  0.54
C  -4.94  -1.59  -0.48
O  -6.01  -0.70  -0.24
C  -6.24  0.26  -1.23
C  0.86  0.61  0.21
C  0.79  -0.22  -1.09
C  2.14  -0.62  -1.74
C  2.87  -1.79  -1.16
O  3.31  -0.33  -1.11
C  1.83  1.79  -0.10
C  1.80  3.32  -0.02
O  1.47  3.92  1.21
C  1.13  4.11  -1.16
F  0.00  4.76  -0.78
F  0.92  3.40  -2.28
F  2.00  5.12  -1.52
O  1.54  -0.30  1.11
C  0.84  -0.75  2.22
F  1.63  -0.72  3.36
Si  0.69  -2.68  2.03
C  -0.13  -3.64  3.42
C  2.50  -3.25  2.22
C  0.12  -3.46  0.41
C  -0.33  0.29  2.38
N  0.03  1.31  3.42
C  1.20  2.06  3.39
C  1.20  3.35  4.19
O  2.20  1.72  2.82
C  -1.03  2.00  4.13
C  -1.12  1.81  5.62
O  -1.80  2.74  3.59
P  -1.65  -0.83  3.20
N  -3.07  0.06  3.55
O  -0.95  -0.94  4.68
H  -2.50  2.52  -2.71
H  -0.61  2.92  1.06
H  -2.14  2.21  1.31
H  -1.48  -0.28  -0.82
H  -1.36  -1.29  0.54
H  -3.42  0.52  1.29
H  -3.52  0.38  -0.41
H  -3.14  -2.29  0.30
H  -4.26  -1.65  1.52
H  -4.48  -1.38  -1.45
H  -5.31  -2.61  -0.54
H  -7.28  0.58  -1.20
H  -5.64  1.15  -1.06
H  -6.03  -0.10  -2.24
H  0.30  0.37  -1.87
H  0.28  -1.16  -0.99
H  2.16  -0.56  -2.82
H  3.02  -1.96  -0.11
H  3.61  -2.17  -1.85
H  2.74  1.49  0.41
H  2.13  1.70  -1.14
H  2.84  3.60  -0.19
H  1.57  4.87  1.14
H  0.20  -3.28  4.38
H  -1.21  -3.58  3.33
H  0.20  -4.68  3.37
H  2.77  -3.92  1.40
H  3.19  -2.41  2.15
H  2.66  -3.78  3.15
H  0.97  -3.66  -0.23
H  -0.29  -4.44  0.66
H  -0.63  -2.96  -0.19
H  1.05  3.17  5.25
H  0.48  4.06  3.80
H  2.17  3.81  4.07
H  -0.96  2.78  6.07
H  -0.35  1.14  5.97
H  -2.10  1.43  5.89
H  -3.13  0.41  4.49
H  -3.86  -0.56  3.43
H  -1.42  -1.64  5.15
C  0.66  -9.04  -0.54
C  -0.14  -8.80  0.72
O  -0.97  -7.63  0.61
C  -2.09  -7.79  -0.09
O  -2.48  -8.81  -0.60
O  -2.72  -6.62  -0.12
C  -3.93  -6.61  -0.89
H  1.23  -8.15  -0.80
H  1.35  -9.87  -0.40
H  0.01  -9.27  -1.38
H  0.52  -8.60  1.56
H  -0.75  -9.66  0.98
H  -4.60  -7.40  -0.58
H  -3.70  -6.71  -1.95
H  -4.40  -5.65  -0.72
C  4.23  5.84  -3.42
C  5.21  5.62  -4.56
O  5.14  6.68  -5.53
C  5.76  7.80  -5.19
O  6.37  8.00  -4.17
O  5.58  8.68  -6.17
C  6.14  9.97  -5.92
H  3.22  5.97  -3.81
H  4.24  4.98  -2.75
H  4.49  6.73  -2.85
H  4.96  4.71  -5.10
H  6.23  5.52  -4.19
H  7.19  9.90  -5.64
H  5.58  10.48  -5.13
H  6.05  10.54  -6.84
C  -6.04  8.21  -5.13
C  -6.09  6.70  -5.10
O  -4.78  6.13  -4.94
C  -4.30  6.15  -3.70
O  -4.86  6.58  -2.73
O  -3.08  5.62  -3.72
C  -2.40  5.63  -2.46
H  -5.35  8.56  -5.89
H  -7.03  8.61  -5.34
H  -5.71  8.61  -4.17
H  -6.45  6.31  -6.05
H  -6.75  6.33  -4.32
H  -3.01  5.17  -1.69
H  -2.14  6.65  -2.18
H  -1.50  5.05  -2.58
C  6.34  8.11  1.34
C  5.68  7.15  0.37
O  6.03  5.79  0.64
C  5.39  5.22  1.66
O  4.53  5.74  2.34
O  5.83  3.97  1.79
C  5.26  3.25  2.88
H  7.42  7.96  1.35
H  6.13  9.14  1.05
H  5.97  7.96  2.35
H  6.03  7.34  -0.65
H  4.60  7.26  0.37
H  4.17  3.28  2.85
H  5.63  3.63  3.83
H  5.58  2.21  2.77
C  1.15  -9.93  -7.17
C  1.18  -8.63  -6.39
O  1.64  -8.83  -5.05
C  2.96  -8.96  -4.91
O  3.77  -8.90  -5.79
O  3.22  -9.16  -3.62
C  4.60  -9.39  -3.33
H  0.56  -10.68  -6.64
H  0.70  -9.77  -8.15
H  2.15  -10.32  -7.31
H  0.17  -8.23  -6.29
H  1.79  -7.88  -6.89
H  5.22  -8.60  -3.74
H  4.91  -10.36  -3.72
H  4.69  -9.40  -2.25
C  -6.18  -2.43  7.70
C  -6.02  -2.56  6.20
O  -4.66  -2.79  5.82
C  -4.22  -4.04  5.99
O  -4.87  -4.97  6.40
O  -2.95  -4.08  5.62
C  -2.30  -5.35  5.79
H  -5.51  -1.66  8.08
H  -7.20  -2.16  7.95
H  -5.93  -3.36  8.20
H  -6.30  -1.63  5.71
H  -6.66  -3.35  5.80
H  -2.86  -6.15  5.31
H  -2.17  -5.57  6.85
H  -1.33  -5.26  5.32

Maximum force: 3.62 eV/A
E_LUMO: 0.4 eV
Frontier orbital gap: 8.8397 eV
Structure (SMILES): C#CC[C@@]1(CCCCOC)[C@@](C[C@@H]2CO2)(C[C@H](O)C(F)(F)F)O[C@](F)([Si](C)(C)C)[C@]1(N(C(C)=O)C(C)=O)P(N)O.CCOC(=O)OC.CCOC(=O)OC.CCOC(=O)OC.CCOC(=O)OC.CCOC(=O)OC.CCOC(=O)OC
Charge: 0


2.
Formula: C4H7NO3
Source: the Open Molecules 2025 dataset
Level of theory: ωB97M-V/def2-TZVPD

Element x y z (Å)
O  1.73  -0.01  -0.95
C  0.94  -0.92  -0.87
O  0.92  -1.95  -1.76
C  0.07  -1.28  0.24
C  -0.21  0.04  1.00
C  -0.87  0.98  0.05
N  -1.14  2.30  0.49
O  -0.88  0.71  -1.15
H  1.54  -1.94  -2.48
H  0.79  -1.95  0.86
H  -0.75  -1.85  -0.14
H  0.88  0.51  1.31
H  -0.65  -0.20  1.98
H  -1.64  3.04  -0.06
H  -0.72  2.52  1.47

Maximum force: 6.05 eV/A
Spin multiplicity: 2
E_LUMO (alpha / beta): -4.9 / -9.6 eV
Frontier orbital gap (alpha / beta): 9.9652 / 5.2630 eV
Charge: +1
ΔE to the lowest compared entry with this formula, charge and spin: 0.800 eV
⟨S²⟩: 0.756


3.
Formula: C4H6FNO
Source: the Open Molecules 2025 dataset
Level of theory: ωB97M-V/def2-TZVPD

Element x y z (Å)
C  -1.20  1.65  -0.89
C  0.80  -0.89  0.86
C  0.85  0.44  0.09
C  -0.40  -1.55  0.13
N  -0.37  0.57  -0.55
O  -2.32  1.66  -1.40
F  -0.10  -2.22  -1.00
H  -0.70  2.60  -0.80
H  1.70  -1.39  0.94
H  0.45  -0.74  1.81
H  1.05  1.28  0.84
H  1.62  0.41  -0.68
H  -1.38  -1.83  0.61

Maximum force: 5.11 eV/A
E_LUMO (alpha / beta): -1.0 / -1.0 eV
Frontier orbital gap (alpha / beta): 7.7798 / 7.7912 eV
Charge: 0
ΔE to the lowest compared entry with this formula, charge and spin: 3.929 eV


4.
Formula: C9H20N2O4S
Source: the Open Molecules 2025 dataset
Level of theory: ωB97M-V/def2-TZVPD

Element x y z (Å)
C  2.01  0.24  2.41
C  1.46  -0.04  1.01
C  -0.04  0.25  0.94
C  2.18  0.78  -0.08
C  3.71  0.64  -0.14
N  4.21  1.39  -1.30
C  4.10  -0.84  -0.31
O  4.14  -1.62  0.61
O  4.35  -1.19  -1.57
H  1.99  1.32  2.63
H  3.04  -0.12  2.51
H  1.40  -0.27  3.16
H  1.62  -1.10  0.79
H  -0.59  -0.36  1.66
H  -0.44  0.05  -0.06
H  -0.24  1.31  1.18
H  1.96  1.84  0.08
H  1.78  0.51  -1.06
H  4.15  0.97  0.81
H  5.16  1.71  -1.14
H  3.64  2.21  -1.48
H  4.31  -0.35  -2.08
N  -5.34  -0.68  -0.70
C  -3.96  -0.21  -0.76
C  -3.88  1.13  -0.03
S  -2.23  1.89  0.00
C  -3.00  -1.20  -0.10
O  -3.18  -1.67  1.00
O  -1.94  -1.51  -0.87
H  -5.46  -1.47  -1.31
H  -5.52  -1.01  0.25
H  -3.67  -0.08  -1.81
H  -4.15  0.98  1.02
H  -4.61  1.81  -0.47
H  -2.11  2.06  -1.32
H  -1.39  -2.11  -0.34

Maximum force: 1.32 eV/A
E_LUMO: 0.5 eV
Frontier orbital gap: 9.5952 eV
Structure (SMILES): CC(C)C[C@H](N)C(=O)O.N[C@@H](CS)C(=O)O
Charge: 0
ΔE to the lowest compared entry with this formula, charge and spin: 0.412 eV


5.
Formula: C18H25NO5
Source: the Open Molecules 2025 dataset
Level of theory: ωB97M-V/def2-TZVPD

Element x y z (Å)
C  7.09  1.83  1.01
C  5.69  1.24  0.91
C  5.72  -0.28  0.99
C  4.34  -0.94  1.01
C  3.52  -0.72  -0.28
C  2.48  0.39  -0.13
C  1.82  0.76  -1.47
C  0.34  1.06  -1.30
O  -0.14  2.16  -1.48
N  -0.35  -0.05  -0.93
C  -1.70  -0.19  -0.65
C  -2.15  -1.46  -0.26
C  -3.48  -1.67  0.04
C  -4.39  -0.61  -0.04
C  -5.81  -0.88  0.28
O  -6.24  -1.96  0.62
O  -6.58  0.21  0.17
C  -7.96  0.03  0.48
C  -8.66  1.36  0.32
C  -3.95  0.65  -0.43
C  -2.62  0.86  -0.73
C  2.84  -2.02  -0.66
O  1.65  -2.23  -0.61
O  3.71  -2.95  -1.06
H  7.72  1.46  0.21
H  7.55  1.56  1.96
H  7.05  2.92  0.94
H  5.07  1.63  1.72
H  5.24  1.55  -0.04
H  6.24  -0.57  1.90
H  6.29  -0.68  0.14
H  4.49  -2.01  1.17
H  3.76  -0.56  1.86
H  4.22  -0.49  -1.09
H  2.95  1.27  0.30
H  1.72  0.04  0.57
H  2.30  1.64  -1.91
H  1.92  -0.06  -2.18
H  0.19  -0.90  -0.82
H  -1.44  -2.27  -0.19
H  -3.84  -2.64  0.34
H  -8.38  -0.73  -0.20
H  -8.05  -0.35  1.50
H  -9.72  1.25  0.54
H  -8.23  2.10  0.99
H  -8.55  1.72  -0.70
H  -4.65  1.46  -0.50
H  -2.27  1.84  -1.03
H  3.25  -3.78  -1.27

Maximum force: 0.63 eV/A
E_LUMO: 0.4 eV
Frontier orbital gap: 8.8209 eV
Structure (SMILES): CCCC[C@H](CCC(=O)Nc1ccc(C(=O)OCC)cc1)C(=O)O
Charge: 0
ΔE to the lowest compared entry with this formula, charge and spin: 0.152 eV


6.
Formula: C31H40BIrN4O2PSi
Source: the Open Molecules 2025 dataset
Level of theory: ωB97M-V/def2-TZVPD

Element x y z (Å)
Ir  -0.14  -1.34  -0.87
C  -0.33  -0.61  1.21
Si  0.57  0.97  1.71
C  -0.07  2.53  0.55
N  -0.26  2.23  -0.78
C  -1.54  2.21  -1.42
C  -1.65  3.41  -2.39
C  -0.27  3.78  -2.92
C  0.60  2.53  -3.05
C  0.83  1.93  -1.65
C  -0.10  1.47  3.41
C  0.76  1.43  4.51
C  0.29  1.67  5.78
C  -1.06  1.95  5.98
C  -1.93  1.99  4.90
C  -1.45  1.74  3.63
C  2.45  0.93  1.59
C  3.24  2.07  1.45
C  4.62  2.01  1.49
C  5.25  0.78  1.66
C  4.49  -0.36  1.80
C  3.11  -0.29  1.77
H  -1.38  -0.53  1.46
H  0.07  -1.44  1.80
H  0.72  3.26  0.70
H  -0.99  2.90  1.00
H  -2.33  2.24  -0.68
H  -1.62  1.28  -1.99
H  -2.08  4.27  -1.87
H  -2.32  3.14  -3.20
H  0.21  4.48  -2.24
H  -0.36  4.27  -3.89
H  1.56  2.78  -3.49
H  0.12  1.80  -3.70
H  1.76  2.30  -1.20
H  0.93  0.82  -1.73
H  1.81  1.22  4.35
H  0.97  1.64  6.62
H  -1.43  2.12  6.98
H  -2.97  2.21  5.05
H  -2.14  1.78  2.79
H  2.77  3.04  1.35
H  5.21  2.91  1.40
H  6.32  0.73  1.68
H  4.97  -1.31  1.96
H  2.53  -1.20  1.90
O  2.74  -2.84  -0.83
B  1.84  -1.90  -1.31
O  2.57  -0.80  -1.82
C  3.87  -1.06  -1.60
C  4.98  -0.29  -1.88
C  6.21  -0.82  -1.54
C  6.33  -2.08  -0.95
C  5.22  -2.86  -0.67
C  3.98  -2.33  -1.00
H  4.88  0.68  -2.35
H  7.11  -0.25  -1.74
H  7.30  -2.46  -0.70
H  5.31  -3.84  -0.22
C  -5.41  -1.80  -2.02
N  -4.96  -1.46  -0.67
C  -5.06  -2.62  0.20
N  -4.31  -3.73  -0.34
C  -4.79  -4.07  -1.67
N  -4.65  -2.92  -2.54
C  -3.30  -2.61  -2.87
P  -2.33  -2.06  -1.33
C  -3.65  -0.88  -0.67
C  -2.89  -3.54  -0.29
H  -5.28  -0.93  -2.67
H  -6.47  -2.06  -1.98
H  -6.11  -2.91  0.28
H  -4.68  -2.36  1.19
H  -5.85  -4.34  -1.60
H  -4.23  -4.92  -2.07
H  -3.28  -1.80  -3.61
H  -2.81  -3.48  -3.31
H  -3.66  0.02  -1.29
H  -3.38  -0.59  0.35
H  -2.58  -3.38  0.75
H  -2.39  -4.44  -0.66

Maximum force: 2.40 eV/A
Spin multiplicity: 2
E_LUMO (alpha / beta): -7.8 / -7.9 eV
Frontier orbital gap (alpha / beta): 5.6800 / 5.5910 eV
Charge: +2
ΔE to the lowest compared entry with this formula, charge and spin: 2.485 eV
⟨S²⟩: 0.866


The records above yield E values of -4941.234139 -436.736278 -385.729137 -1163.620607 -1131.931995 -2334.231815 hartree, respectively.